No. 1
This record from OMol25 describes C12H35BF3NO7Pt as an isolated structure. The level of theory is wB97M-V/def2-TZVPD.

Properties
ΔE to the lowest compared entry with this formula, charge and spin	42.0	kJ/mol
lowest unoccupied orbital energy (alpha / beta)	0.17 / 0.10	eV
gap between HOMO and LUMO (alpha / beta)	7.8 / 8.0	eV
net charge	0
multiplicity	3
highest occupied orbital energy (alpha / beta)	-7.621 / -7.892	eV
⟨S²⟩	2.00

XYZ file:
```
60
Properties=species:S:1:pos:R:3:lowdin_spin:R:1
Pt -1.67 0.43 0.51 1.56
F 2.27 0.12 1.45 0.00
F 3.46 1.89 1.86 0.00
F 1.79 1.38 3.14 0.00
O -2.87 -1.16 -0.50 0.05
O 1.78 2.07 -0.37 0.00
O -0.72 -1.20 2.02 0.06
O -0.15 -2.94 4.36 0.00
O 2.04 -2.28 -0.78 0.00
O -2.38 1.85 -1.15 0.06
O -0.03 1.95 1.03 0.07
N 0.05 -0.42 -0.83 0.06
C 3.15 2.69 -2.26 0.00
C 1.30 2.25 0.97 0.01
C -3.22 -2.45 0.01 0.01
C 2.20 1.40 1.87 0.00
C 3.40 -2.59 -0.68 0.00
C -0.27 -0.76 3.30 0.00
C -0.34 -0.83 -3.22 0.00
C -0.83 -1.69 4.37 0.00
C -1.65 2.30 -2.31 0.01
C 2.46 3.14 -0.98 0.00
C 1.63 -1.79 -2.04 0.00
C 0.17 -1.40 -1.93 0.01
B -3.64 0.82 1.72 0.03
H 1.80 -2.55 -2.81 0.00
H 0.03 0.16 -3.47 0.00
H -0.31 -2.05 1.81 0.00
H 3.60 3.59 -2.68 0.00
H -3.10 -3.21 -0.77 0.00
H 0.55 0.45 -1.01 0.00
H -4.29 -2.46 0.25 0.00
H 3.63 -2.93 0.33 0.00
H 3.90 1.95 -2.01 0.00
H -3.17 2.41 -1.08 0.00
H -1.78 3.38 -2.39 0.00
H -3.45 -0.94 -1.24 0.00
H 1.80 4.01 -1.16 0.00
H 1.35 3.31 1.25 0.00
H -2.10 1.82 -3.17 0.00
H -0.59 2.09 -2.23 0.00
H -0.08 -1.49 -4.05 0.00
H -1.90 -1.84 4.20 0.00
H 0.68 -0.76 -0.10 0.00
H -1.42 -0.67 -3.23 0.00
H -4.41 0.93 2.57 0.01
H -0.49 -2.22 -1.66 0.00
H 2.37 2.39 -2.96 0.00
H -0.46 0.30 3.43 0.00
H 0.82 -0.79 3.36 0.00
H -4.21 0.87 0.70 0.00
H -2.88 1.70 1.75 0.02
H 2.24 -0.91 -2.27 0.00
H 4.05 -1.79 -1.04 0.00
H -3.11 -0.21 1.79 0.01
H -2.63 -2.67 0.89 0.00
H 3.21 3.59 -0.31 0.00
H -0.75 -1.30 5.39 0.00
H 3.68 -3.43 -1.34 0.00
H -0.47 -3.53 3.68 0.00
```



No. 2
This record from OMol25 describes a 10-piece molecular cluster, C10H40O10 overall. The level of theory is wB97M-V/def2-TZVPD.

Properties
ΔE to the lowest compared entry with this formula, charge and spin	181.4	kJ/mol
lowest unoccupied orbital energy (alpha / beta)	2.52 / 2.39	eV
gap between HOMO and LUMO (alpha / beta)	1.9 / 9.1	eV
net charge	-1
multiplicity	2
highest occupied orbital energy (alpha / beta)	0.610 / -6.692	eV
⟨S²⟩	0.75

XYZ file:
```
60
Properties=species:S:1:pos:R:3:lowdin_spin:R:1
O -3.02 1.62 -1.10 0.19
O 0.47 -2.97 3.61 0.00
O -0.58 4.69 -0.94 0.06
O 3.05 -3.35 2.32 0.00
O -0.48 2.16 -2.57 0.03
O -2.26 -2.50 1.46 0.00
O 2.53 -0.23 -3.74 0.00
O -0.52 -0.45 -0.01 0.01
O -0.07 -1.10 -4.45 0.00
O 2.93 2.43 3.95 0.01
C -0.64 4.71 0.48 0.09
C -3.07 1.73 0.37 0.11
C 1.55 2.04 4.15 0.02
C -3.46 -2.68 0.73 0.03
C 0.37 -4.28 3.93 0.00
C -0.35 1.94 -3.94 0.04
C 3.34 0.64 -3.05 0.02
C 2.58 -3.03 1.04 0.01
C 0.47 0.02 0.84 0.02
C -0.85 -1.85 -3.63 0.02
H 1.32 1.11 3.64 0.00
H 0.83 -4.52 4.89 0.00
H -1.77 -1.88 0.92 0.00
H -3.78 -3.72 0.69 0.00
H 0.64 -0.71 -3.93 0.00
H -1.19 1.35 -4.29 0.01
H -3.99 1.30 0.76 0.02
H 0.75 -4.91 3.13 0.00
H -0.70 -4.49 3.91 0.00
H 3.43 -2.56 0.55 0.00
H -0.64 0.25 -0.65 0.01
H -2.31 1.19 0.94 0.01
H 0.62 1.51 -4.22 0.00
H -3.05 2.79 0.61 0.03
H -1.15 5.39 -1.27 0.04
H -4.27 -2.01 1.00 0.01
H -1.69 4.88 0.73 0.03
H 0.61 -0.57 1.75 0.00
H 3.29 1.64 -3.47 0.00
H -0.33 -2.74 3.12 0.00
H 1.77 -2.30 1.03 0.00
H 2.21 -3.46 2.76 0.00
H -0.37 2.91 -4.42 0.01
H 2.96 -1.03 -4.06 0.00
H -3.70 2.19 -1.47 0.09
H -0.31 3.80 0.98 0.01
H 2.21 -3.87 0.44 0.00
H -0.04 5.52 0.90 0.01
H 3.01 2.88 3.11 0.01
H -1.50 -2.60 -4.09 0.00
H -1.40 2.35 -2.36 0.02
H -0.18 -2.50 -3.06 0.00
H 1.38 0.23 0.28 0.00
H 4.36 0.38 -3.33 0.00
H -3.15 -2.43 -0.28 0.01
H 1.22 1.98 5.19 0.00
H 0.91 2.83 3.76 0.00
H 3.24 0.50 -1.97 0.00
H -1.36 -1.21 -2.91 0.01
H 0.15 0.98 1.22 0.01
```



No. 3
This record from OMol25 describes C49H45BrO4P2Se2SiTc as an isolated structure. The level of theory is wB97M-V/def2-TZVPD.

Properties
lowest unoccupied orbital energy (alpha / beta)	0.24 / -0.08	eV
gap between HOMO and LUMO (alpha / beta)	7.8 / 7.3	eV
net charge	0
multiplicity	2
highest occupied orbital energy (alpha / beta)	-7.556 / -7.334	eV
⟨S²⟩	0.76

XYZ file:
```
105
Properties=species:S:1:pos:R:3:lowdin_spin:R:1
Tc -0.31 -0.09 -0.33 0.90
Br -4.59 -3.01 4.73 0.00
Se -0.10 1.52 -2.07 0.03
Se -1.20 3.60 -1.98 0.01
P 1.68 -1.30 -0.83 -0.01
P -2.13 0.86 0.90 -0.01
Si 0.97 0.65 1.52 0.03
O 0.81 2.25 -4.98 0.00
O 0.76 -2.90 1.35 0.01
O 3.30 4.63 -1.82 0.00
O -1.05 -1.68 0.84 0.03
C 2.49 -0.48 1.68 0.00
C 1.05 -5.47 -2.75 0.00
C -5.36 -1.74 0.95 0.00
C -4.97 -1.01 -1.30 0.00
C 4.66 0.63 -2.98 0.00
C 2.29 -0.73 -3.49 0.00
C -2.82 2.56 0.97 0.00
C -0.02 -4.68 -2.36 0.00
C 1.43 3.75 -3.09 0.00
C -1.11 -4.91 2.29 0.00
C -0.30 0.47 2.95 0.00
C 0.06 0.26 4.28 0.00
C 2.84 -1.29 0.59 0.00
C -2.23 0.49 5.00 0.00
C 1.62 2.42 -2.39 0.01
C 1.51 -2.99 -1.54 0.00
C -1.95 -5.72 3.04 0.00
C -0.90 0.25 5.29 0.00
C -4.33 -0.92 1.39 0.00
C -2.02 3.56 1.52 0.00
C -0.43 -2.66 1.41 0.01
C -2.99 -5.16 3.77 0.00
C -3.17 -3.79 3.74 0.00
C -1.33 -3.54 2.25 0.00
C 4.03 -2.01 0.62 0.00
C 3.01 -0.17 -4.54 0.00
C 4.20 0.51 -4.29 0.00
C -5.68 -1.78 -0.40 0.00
C -2.35 -2.97 2.99 0.00
C -3.76 5.18 1.16 0.00
C 2.57 -3.79 -1.96 0.00
C 2.74 -0.61 -2.18 0.00
C 0.46 4.59 -2.26 0.00
C 4.86 -1.96 1.73 0.00
C 4.52 -1.16 2.81 0.00
C 0.93 3.59 -4.55 0.00
C 3.36 -0.42 2.77 0.00
C 3.94 0.07 -1.94 0.00
C -4.10 2.88 0.53 0.00
C 2.79 4.46 -3.13 0.00
C -2.61 0.71 3.68 0.00
C -1.66 0.65 2.66 0.00
C 1.72 2.38 1.63 0.01
C 2.34 -5.02 -2.55 0.00
C 0.21 -3.45 -1.76 0.00
C -2.49 4.86 1.62 0.00
C -4.56 4.19 0.62 0.00
C -3.60 -0.15 0.50 0.00
C -3.93 -0.21 -0.86 0.00
H 0.89 4.83 -1.29 0.00
H 4.33 -2.61 -0.23 0.00
H 3.48 3.86 -3.74 0.00
H -5.91 -2.34 1.66 0.00
H -0.06 4.02 -4.64 0.00
H -5.21 -1.03 -2.36 0.00
H -3.64 0.92 3.45 0.00
H -1.86 5.63 2.06 0.00
H 2.59 2.44 0.98 0.00
H 2.66 5.44 -3.62 0.00
H 3.12 0.23 3.61 0.00
H 0.20 5.52 -2.76 0.00
H -3.65 -5.79 4.36 0.00
H -4.74 2.12 0.11 0.00
H 4.30 0.17 -0.92 0.00
H -4.11 -0.89 2.45 0.00
H 4.77 0.94 -5.11 0.00
H -0.63 -2.84 -1.44 0.00
H 2.66 -0.29 -5.56 0.00
H 1.03 3.17 1.35 0.00
H 0.87 -6.43 -3.21 0.00
H -1.04 -5.01 -2.52 0.00
H -6.48 -2.42 -0.75 0.00
H 1.37 -1.26 -3.70 0.00
H 2.05 2.57 2.66 0.00
H -3.36 0.38 -1.58 0.00
H -4.13 6.20 1.23 0.00
H 2.07 2.58 -1.41 0.00
H -5.56 4.43 0.27 0.00
H -1.79 -6.79 3.06 0.00
H -1.04 3.32 1.89 0.00
H -2.97 0.51 5.78 0.00
H 5.78 -2.54 1.74 0.00
H 3.59 -3.44 -1.85 0.00
H 4.14 5.10 -1.87 0.00
H 5.17 -1.12 3.68 0.00
H 1.68 1.83 -4.96 0.00
H -2.49 -1.90 2.98 0.00
H 2.23 1.73 -2.95 0.00
H 5.58 1.16 -2.78 0.00
H 1.09 0.10 4.54 0.00
H 3.18 -5.63 -2.86 0.00
H -0.59 0.07 6.32 0.00
H 1.60 4.15 -5.21 0.00
H -0.28 -5.32 1.72 0.00
```



> Which of these has the lowest net charge?

C10H40O10



> The highest ⟨S²⟩ belongs to which entry?

C12H35BF3NO7Pt